w) Molecular formula: C2H2N2O4
Method: DFT, ωB97M-V/def2-TZVPD

CARTESIAN COORDINATES (ANGSTROEM)
1 C 1.48452 -0.11260 -0.03165
2 C 0.30978 0.76332 -0.39827
3 H -1.52200 1.24293 0.98171
4 H -1.00718 -1.92774 -0.33785
5 N -0.88042 -0.08678 -0.59471
6 N -0.43755 -1.16385 0.25093
7 O -1.97264 0.29359 0.20434
8 O 1.07728 -1.42114 -0.14394
9 O 2.63592 0.40395 0.14640
10 O 0.31230 2.00832 -0.07696

As for the frontier orbital gap: 0.34102 Ha. As for the charge: 0.

=====

x) Molecular formula: C2H2N2O4
Method: DFT, ωB97M-V/def2-TZVPD

CARTESIAN COORDINATES (ANGSTROEM)
1 O 3.98723 1.24722 -0.35265
2 C 2.97208 0.72125 -0.19441
3 C 1.74900 0.18880 -0.11506
4 N 1.58392 -1.24040 -0.11487
5 O 2.62858 -1.84248 -0.15265
6 O 0.49171 -1.70825 -0.01488
7 H 0.94210 0.91211 0.05920
8 N -1.21302 -0.17133 -0.26840
9 O -1.61022 0.12665 -1.36159
10 H -1.55216 -0.96331 0.16669

As for the frontier orbital gap: 0.32953 Ha. As for the charge: 0. The SMILES is O=C=C[N+](=O)[O-].N=O.

=====

Energy ordering: x) at the bottom, the next structure 4.7 kcal/mol above.

=====

w) Molecular formula: C3H4NO
Method: DFT, ωB97M-V/def2-TZVPD

CARTESIAN COORDINATES (ANGSTROEM)
1 C 1.35059 -0.11771 -0.02279
2 C -0.32505 -0.80833 -0.08938
3 C -0.30248 0.85626 0.00269
4 N 1.20659 -1.29113 -0.08942
5 O 1.16384 1.10852 0.10414
6 H -0.69342 -0.98462 0.98294
7 H -0.83214 -1.12804 -0.93076
8 H -0.75930 1.31773 -0.86960
9 H -0.80863 1.04732 0.91218

As for the frontier orbital gap: 0.42384 Ha. As for the charge: +1.

=====

x) Molecular formula: C3H4NO
Method: DFT, ωB97M-V/def2-TZVPD

CARTESIAN COORDINATES (ANGSTROEM)
1 C -0.37669 0.72322 0.15528
2 C 0.67072 0.91453 -0.60793
3 C -0.97625 -0.47943 0.94204
4 N -1.17873 1.52366 0.91552
5 O -1.65020 0.52181 1.63018
6 H 1.15421 1.84322 -0.72828
7 H 1.13354 0.10578 -1.29871
8 H -1.47018 -1.13745 0.26381
9 H -0.22722 -1.07090 1.39844

As for the frontier orbital gap: 0.33692 Ha. As for the charge: +1.

=====

Energy ordering: w) at the bottom, the next structure 16.1 kcal/mol above.

=====

w) Molecular formula: C6H10N4
Method: DFT, ωB97M-V/def2-TZVPD

CARTESIAN COORDINATES (ANGSTROEM)
1 H -0.17576 -0.79044 2.84871
2 N 0.04850 -1.32407 2.01140
3 C 0.08050 -0.82599 0.86320
4 C 0.52002 -1.43911 -0.41213
5 C 1.37011 -2.59270 -0.32100
6 C 0.13891 -0.83718 -1.56714
7 N -0.29501 0.39897 -1.65805
8 C -0.53008 1.13469 -0.58793
9 C -0.77085 2.61605 -0.92171
10 N -0.43112 0.61570 0.60818
11 N -0.63031 1.35411 1.78031
12 H 1.95214 -2.73916 -1.20494
13 H 0.80827 -3.60068 -0.18017
14 H 2.10917 -2.58954 0.61115
15 H 0.50223 -1.22847 -2.61464
16 H 0.04359 2.75745 -1.58532
17 H -0.69928 3.16382 -0.01738
18 H -1.80112 2.58618 -1.34534
19 H -1.45353 0.93745 2.20352
20 H -0.78638 2.40292 1.48928

As for the frontier orbital gap: 0.30856 Ha. As for the charge: 0. The SMILES is [H]/N=c1/c(C)cnc(C)n1N.

=====

x) Molecular formula: C6H10N4
Method: DFT, ωB97M-V/def2-TZVPD

CARTESIAN COORDINATES (ANGSTROEM)
1 H 2.82758 -1.95290 -1.34413
2 N 2.85497 -1.04887 -0.90553
3 N 1.70294 -0.80284 -0.41268
4 N 1.51454 0.26551 0.28325
5 N 2.55681 1.19239 0.29232
6 C -0.01380 0.73621 0.74283
7 C -0.55107 1.13160 -0.63459
8 C -1.55571 0.44794 -1.26641
9 C -2.48653 -0.44036 -0.45515
10 C -1.78150 -1.05653 0.80093
11 C -0.72514 -0.49866 1.33442
12 H 3.44399 0.57959 0.27695
13 H 2.50838 1.74587 1.09387
14 H 0.21745 1.49818 1.47715
15 H 0.18155 1.77226 -1.13479
16 H -1.82552 0.36925 -2.26002
17 H -3.34738 0.11224 -0.17914
18 H -2.73588 -1.30419 -1.03973
19 H -2.52597 -1.81283 1.12592
20 H -0.25971 -0.93385 2.20455

As for the frontier orbital gap: 0.32435 Ha. As for the charge: 0. The SMILES is [H]/N=N/N(N)C1C=CCC=C1.

=====

Energy ordering: w) at the bottom, the next structure 57.9 kcal/mol above.

=====

w) Molecular formula: C2H2N2O
Method: DFT, ωB97M-V/def2-TZVPD

CARTESIAN COORDINATES (ANGSTROEM)
1 C 0.55511 -1.98513 0.84775
2 C -0.73326 1.45201 -0.34312
3 N 1.08061 -1.27505 0.07943
4 N -0.56115 0.36472 0.10431
5 O -1.21392 2.23832 -1.04071
6 H 1.42715 -0.71593 -0.65522
7 H -0.55454 -0.07894 1.00756

As for the frontier orbital gap: 0.41772 Ha. As for the charge: 0.

=====

x) Molecular formula: C2H2N2O
Method: DFT, ωB97M-V/def2-TZVPD

CARTESIAN COORDINATES (ANGSTROEM)
1 N 1.13617 0.80801 0.87021
2 C 0.50813 -0.10624 0.40931
3 C -0.27431 -0.85567 -0.35682
4 N -1.13275 -0.10296 -1.20717
5 O -1.06728 1.10495 -1.09084
6 H 1.06969 1.08268 1.84233
7 H -0.23964 -1.93076 -0.46702

As for the frontier orbital gap: 0.32536 Ha. As for the charge: 0. The SMILES is N=C=CN=O.

=====

y) Molecular formula: C2H2N2O
Method: DFT, ωB97M-V/def2-TZVPD

CARTESIAN COORDINATES (ANGSTROEM)
1 C -0.89451 -1.77462 1.71390
2 C 0.57304 0.85822 -0.87464
3 N -1.37921 0.18622 0.40048
4 N -0.50881 0.57315 -0.26913
5 O 0.22183 -1.76492 1.49284
6 H 1.53223 1.17605 -0.53080
7 H 0.45543 0.74589 -1.93265

As for the frontier orbital gap: 0.34229 Ha. As for the charge: 0.

=====

Energy ordering: w) at the bottom, the next structure 12.3 kcal/mol above.

=====

w) Molecular formula: C5H6Br2
Method: DFT, ωB97M-V/def2-TZVPD

CARTESIAN COORDINATES (ANGSTROEM)
1 C -0.51810 0.27502 0.18301
2 C -1.36460 -0.59700 -0.37410
3 C 0.88632 -0.06670 0.56231
4 C -0.79458 1.69893 0.37831
5 C 1.51336 0.95689 -0.44052
6 Br -2.47779 2.39033 -0.01888
7 Br 3.08806 1.87989 -0.06142
8 H -2.34197 -0.31647 -0.86118
9 H -1.30676 -1.63047 -0.53253
10 H 1.20341 0.15908 1.57525
11 H 1.13642 -1.02644 0.37506
12 H -0.43768 2.46169 1.07278
13 H 1.28321 0.64806 -1.40156

As for the frontier orbital gap (alpha / beta): 0.29412 / 0.27923 Ha. As for the charge: 0.

=====

x) Molecular formula: C5H6Br2
Method: DFT, ωB97M-V/def2-TZVPD

CARTESIAN COORDINATES (ANGSTROEM)
1 C -0.52005 -1.24915 0.27933
2 C 0.34086 -1.15177 -0.90671
3 C 1.09732 0.59718 0.92007
4 C -0.85042 1.16956 -0.43926
5 C 0.07929 0.04563 0.01587
6 Br 2.48679 1.69295 0.26187
7 Br -2.40999 1.55219 0.45684
8 H -1.54755 -1.34293 0.11366
9 H -0.17880 -1.61791 1.19560
10 H 1.28953 -1.70253 -0.96344
11 H -0.08851 -1.03584 -1.91079
12 H 0.63255 0.89678 1.79102
13 H -0.33101 2.14584 -0.81406

As for the frontier orbital gap (alpha / beta): 0.30277 / 0.29111 Ha. As for the charge: 0.

=====

Energy ordering: w) at the bottom, the next structure 2.9 kcal/mol above.

=====

w) Molecular formula: C21H64N4O9
Method: DFT, ωB97M-V/def2-TZVPD

CARTESIAN COORDINATES (ANGSTROEM)
1 C 2.76248 -2.56169 -4.14412
2 C 2.06648 -1.91769 -2.89712
3 C 2.55548 -2.61469 -1.65712
4 O 1.98448 -4.01569 -1.65412
5 C 2.15748 -4.68269 -0.49012
6 N 2.22948 -0.54469 -2.71012
7 H 3.92548 -2.38169 -3.96812
8 H 2.44448 -2.24769 -4.98912
9 H 2.53448 -3.52669 -4.02412
10 H 1.03348 -2.19669 -3.04512
11 H 2.19048 -2.16869 -0.66512
12 H 3.55348 -2.80769 -1.53112
13 H 1.75948 -4.01769 0.18688
14 H 3.20848 -4.81969 -0.30512
15 H 1.60948 -5.70969 -0.40112
16 H 3.21748 -0.30769 -2.69812
17 H 1.74348 -0.43369 -1.91812
18 C 3.77448 0.60631 0.83488
19 C 2.69148 0.64131 2.02788
20 C 1.52848 -0.34769 1.73388
21 O 0.98848 0.04631 0.43088
22 C -0.05452 1.06131 0.55688
23 N 3.41248 0.23131 3.28588
24 H 4.64948 1.29231 1.11788
25 H 3.58348 0.95831 -0.26612
26 H 4.03948 -0.36069 0.79688
27 H 2.32048 1.63031 1.97188
28 H 0.72048 -0.27069 2.44188
29 H 1.78648 -1.50069 1.59188
30 H 0.32948 1.96731 1.11288
31 H -0.71352 0.69931 1.41488
32 H -0.57952 1.13631 -0.44112
33 H 3.30448 -0.76469 3.41988
34 H 2.51348 0.54031 4.12688
35 C -1.41952 -2.96569 0.12588
36 C 0.01148 -2.61969 0.47488
37 C 0.88148 -3.75969 0.88988
38 O 0.38348 -4.57069 1.90588
39 C 1.33048 -5.68369 2.19188
40 N 0.57648 -1.75469 -0.46212
41 H -1.44852 -3.42269 -0.79012
42 H -2.06552 -2.09069 0.04788
43 H -1.89252 -3.86069 0.75488
44 H -0.14752 -1.95269 1.36888
45 H 1.92748 -3.37969 1.20288
46 H 1.03148 -4.37369 0.01988
47 H 0.78748 -6.31269 2.94888
48 H 2.19648 -5.34469 2.69688
49 H 1.55948 -6.09769 1.24188
50 H 1.35748 -1.54769 0.10488
51 H 0.95548 -2.31569 -1.15412
52 C -0.92452 4.81231 1.41988
53 C -0.86852 3.76731 2.56888
54 C 0.40948 4.01431 3.37088
55 O 1.49448 3.67431 2.42388
56 C 2.78148 4.05731 2.87488
57 N -1.98052 4.02731 3.36788
58 H -1.79252 4.62531 0.88088
59 H 0.01548 4.52231 0.67088
60 H -0.70052 5.74931 1.61288
61 H -0.62352 2.80431 2.03788
62 H 0.60048 3.47831 4.38688
63 H 0.49948 5.02331 3.75888
64 H 2.97448 3.42731 3.71888
65 H 2.92348 5.24431 3.26488
66 H 3.71948 3.96131 2.18788
67 H -2.10652 4.93431 3.78588
68 H -2.02452 3.68131 4.27588
69 C -0.24652 0.82731 -4.68212
70 O 1.18348 0.71731 -5.07912
71 H -0.76552 1.64731 -4.28412
72 H -0.46952 -0.08769 -4.34912
73 H -0.76052 0.71231 -5.56012
74 H 1.57448 0.36031 -4.27412
75 C -4.71252 3.66331 1.02188
76 O -3.87552 2.66431 1.44288
77 H -5.69852 3.24331 1.12388
78 H -4.52752 3.74531 0.06788
79 H -4.62552 4.50831 1.80588
80 H -3.08352 3.02431 1.92888
81 C -2.53452 1.54831 -4.73212
82 O -1.66152 0.43731 -4.26612
83 H -2.58452 2.06731 -3.69412
84 H -3.45752 1.05831 -5.14612
85 H -1.98552 2.23031 -5.50512
86 H -1.77352 0.44931 -3.35812
87 C -2.02252 0.75231 -0.59512
88 O -1.35252 -0.00469 -1.58012
89 H -2.77252 1.52831 -0.95612
90 H -1.29452 1.26331 -0.00012
91 H -2.65152 0.29431 0.17588
92 H -0.63752 -0.79469 -1.22512
93 C -5.52752 -0.90769 0.33688
94 O -6.81352 -1.01469 0.85288
95 H -5.44752 -1.41969 -0.48912
96 H -4.65652 -1.34669 1.03688
97 H -5.10152 0.12631 0.13388
98 H -7.41152 -1.65569 0.42488

As for the frontier orbital gap: 0.24878 Ha. As for the charge: 0.

=====

x) Molecular formula: C21H64N4O9
Method: DFT, ωB97M-V/def2-TZVPD

CARTESIAN COORDINATES (ANGSTROEM)
1 C -4.09396 3.93216 5.75389
2 O -4.32404 3.18234 4.60474
3 C -3.90193 1.82880 4.73045
4 C -3.30723 1.52182 3.31237
5 C -4.29935 1.53687 2.08242
6 N -2.51755 0.33114 3.38224
7 H -3.02806 4.15977 5.74098
8 H -4.41192 3.49714 6.70140
9 H -4.56976 4.90323 5.61709
10 H -3.19420 1.56272 5.51557
11 H -4.85090 1.34624 4.96436
12 H -2.55960 2.30876 3.21304
13 H -5.18115 0.91432 2.23392
14 H -3.90249 1.44712 1.07121
15 H -4.96350 2.39906 2.14268
16 H -2.46073 0.18818 2.38402
17 H -1.59195 0.62220 3.66272
18 C -2.78409 -3.58767 1.04656
19 O -1.95052 -4.54911 1.73378
20 C -1.34839 -3.89290 2.79952
21 C -0.27541 -4.83493 3.30494
22 C -0.76533 -6.12054 3.98841
23 N 0.59343 -4.06388 4.19699
24 H -3.31461 -2.96896 1.77034
25 H -3.62165 -3.93469 0.44144
26 H -2.13323 -2.94761 0.45091
27 H -1.05272 -2.86617 2.58387
28 H -2.15429 -3.77773 3.52434
29 H 0.26327 -5.05703 2.38375
30 H 0.09755 -6.76046 4.17287
31 H -1.53620 -6.60570 3.38967
32 H -1.32042 -5.92517 4.90591
33 H 1.16809 -4.65159 4.78390
34 H 1.24665 -3.53557 3.63635
35 C 6.09629 3.08994 -4.51787
36 O 6.04292 3.26933 -3.11460
37 C 4.70057 3.15297 -2.71681
38 C 4.20239 1.68645 -2.52441
39 C 2.69670 1.56685 -2.29492
40 N 4.79082 1.17883 -1.30792
41 H 5.38505 2.37296 -4.92794
42 H 7.11757 2.93672 -4.86661
43 H 5.79263 3.98974 -5.05290
44 H 4.72150 3.61652 -1.73051
45 H 3.94770 3.77456 -3.20147
46 H 4.39049 1.04981 -3.38893
47 H 2.30149 0.56419 -2.45796
48 H 2.16929 2.20836 -3.00090
49 H 2.34256 2.00801 -1.36323
50 H 4.63723 1.87120 -0.58880
51 H 5.76615 1.18167 -1.57028
52 C 1.41358 -5.45027 -3.58228
53 O 1.10341 -4.67496 -2.44300
54 C 2.14049 -4.51868 -1.52698
55 C 1.48406 -3.69683 -0.33611
56 C 1.07335 -2.23635 -0.72055
57 N 2.41659 -3.64900 0.74989
58 H 1.42690 -6.50423 -3.30462
59 H 2.42181 -5.16644 -3.88400
60 H 0.69741 -5.25017 -4.37925
61 H 2.48543 -5.48577 -1.16112
62 H 3.03136 -3.99234 -1.86963
63 H 0.52833 -4.13419 -0.04735
64 H 0.83391 -1.63902 0.15920
65 H 0.17559 -2.26634 -1.33798
66 H 1.84032 -1.77028 -1.33914
67 H 3.01699 -4.45629 0.66087
68 H 3.04274 -2.88404 0.54283
69 C -1.76396 -1.86002 -3.51807
70 O -2.25222 -1.60453 -2.23576
71 H -2.64199 -1.82519 -4.16304
72 H -1.03288 -1.10114 -3.79682
73 H -1.40694 -2.87055 -3.71677
74 H -2.84498 -2.31840 -1.98953
75 C 0.41891 4.59492 1.95833
76 O 1.57291 4.02465 1.35305
77 H 0.63730 5.40375 2.65562
78 H -0.42754 4.69134 1.27837
79 H 0.19145 3.80766 2.67706
80 H 1.97590 3.59318 2.11003
81 C 0.66735 4.93243 -2.03401
82 O -0.54514 5.40189 -2.44145
83 H 1.42404 5.42450 -2.64506
84 H 0.90516 5.16417 -0.99581
85 H 0.70323 3.85953 -2.22301
86 H -0.29540 6.19865 -2.91516
87 C -1.21325 1.39579 -0.24184
88 O -1.25649 0.08609 0.34185
89 H -1.97079 1.66563 -0.97765
90 H -1.26038 2.20657 0.48514
91 H -0.28607 1.50378 -0.80467
92 H -1.24521 -0.55745 -0.37041
93 C -1.97626 2.49734 -3.74396
94 O -2.73578 3.40551 -2.99964
95 H -2.19658 1.46139 -3.48631
96 H -2.15282 2.63628 -4.81056
97 H -0.90510 2.59074 -3.56511
98 H -2.27388 4.24641 -2.96615

As for the frontier orbital gap: 0.33690 Ha. As for the charge: 0. The SMILES is COC[C@H](C)N.COC[C@H](C)N.COC[C@H](C)N.COC[C@H](C)N.CO.CO.CO.CO.CO.

=====

Energy ordering: x) at the bottom, the next structure 771.6 kcal/mol above.